# 1
23
Properties=species:S:1:pos:R:3 method="wB97M-V/def2-TZVPD" max_force_ev_per_a=4.848 homo_energy_ev=-12.8 relative_energy_kj_mol=874.7 orbital_gap_ev=4.5340 charge=+1
C -0.47183 1.77449 0.12094
C 0.95079 1.33266 0.05008
C 1.08099 -0.11365 0.16606
C 1.94411 -1.00277 -0.53604
C 0.45020 -1.84200 1.96041
N 0.14533 -0.69298 1.02828
N -1.48026 1.15457 -0.59620
H -0.52979 2.88610 0.01300
H -0.85456 1.80189 1.20109
H 1.28731 1.72356 -0.94227
H 1.64228 1.84926 0.73093
H -7.01246 -2.71650 2.04092
H 1.62789 -1.92248 -0.07739
H 0.91714 -2.66134 1.39846
H -0.47226 -2.30226 2.29532
H 1.09853 -1.46835 2.75740
H -0.86361 -0.56995 0.89241
H -2.37364 1.64230 -0.53014
H -1.01368 0.55213 -1.80189
H -6.94914 -3.31169 2.47868
H 3.00289 -0.87344 -0.60890
H -0.32446 0.42364 -3.28827
O -0.37997 -0.00972 -2.42579

***

# 2
8
Properties=species:S:1:pos:R:3 method="wB97M-V/def2-TZVPD" max_force_ev_per_a=2.806 homo_energy_ev=-8.5 relative_energy_kj_mol=465.6 orbital_gap_ev=6.3415 charge=0
C 0.70113 0.32007 0.00385
Si 0.97929 2.15084 -0.34347
Cl 0.14230 0.27963 1.76490
Cl -0.63038 3.24211 0.06286
Cl -0.37954 -0.55783 -2.59369
Cl 2.67101 2.99540 -0.79106
H 1.63080 -0.21345 0.18837
H -0.08842 0.05210 -0.94686

***

# 3
77
Properties=species:S:1:pos:R:3 method="wB97M-V/def2-TZVPD" max_force_ev_per_a=4.453 homo_energy_ev=-11.0 smiles="O=S1(=O)OCCO1.O=S1(=O)OCCO1.O=S1(=O)OCCO1.O=S1(=O)OCCO1.O=S1(=O)OCCO1.O=S1(=O)OCCO1.O=S1(=O)OCCO1" relative_energy_kj_mol=484.6 orbital_gap_ev=11.0485 charge=0
O -3.84588 3.09066 1.44934
S -4.38840 1.98033 2.23383
O -5.83028 1.86683 2.30013
O -3.65976 0.41760 2.01100
C -2.81451 0.17574 3.09051
C -3.37904 0.79883 4.31948
O -3.83004 2.07967 3.80252
H -2.78223 -0.91362 3.10927
H -1.79867 0.52835 2.91207
H -2.74961 1.02662 5.17973
H -4.26323 0.38388 4.80334
O -2.09787 4.95712 -0.83296
S -2.54318 4.66826 -2.18242
O -2.81723 3.31539 -2.62532
O -3.80850 5.74929 -2.49290
C -3.38840 6.82429 -3.29494
C -2.14234 6.37118 -4.03390
O -1.42458 5.39906 -3.23275
H -4.26271 7.17329 -3.84438
H -2.98561 7.69310 -2.77435
H -1.43146 7.16183 -4.27393
H -2.31474 5.98088 -5.03692
O 0.94658 -6.59164 -0.55256
S -0.25845 -6.21725 0.13458
O -0.39694 -6.54454 1.55031
O -0.42665 -4.57574 -0.15025
C -0.85172 -4.34130 -1.43108
C -1.80375 -5.55396 -1.85459
O -1.64483 -6.41813 -0.76917
H -1.37072 -3.38414 -1.48186
H 0.04288 -4.23362 -2.04443
H -1.32198 -6.07616 -2.68121
H -2.83608 -5.37237 -2.15362
O 1.69279 3.91467 -1.72015
S 2.44154 3.35531 -2.88527
O 3.15386 4.25178 -3.75304
O 3.40979 2.08150 -2.48958
C 3.24726 0.95789 -3.31968
C 2.01378 1.13893 -4.20855
O 1.39265 2.33422 -3.70725
H 4.16564 0.95227 -3.90675
H 3.30616 0.04329 -2.72966
H 1.28242 0.33727 -4.10580
H 2.28029 1.26184 -5.25829
O 1.09186 -1.77858 -1.07704
S 0.02968 -1.22679 -0.22998
O -0.59831 -1.96709 0.90873
O 0.28205 0.37440 0.27225
C -0.68450 1.21569 -0.26336
C -1.13916 0.56362 -1.56970
O -1.15438 -0.79411 -1.29226
H -1.61945 1.06708 0.27690
H -0.37949 2.25218 -0.40743
H -0.36143 0.74008 -2.31273
H -2.10439 0.84467 -1.99093
O 7.18393 -0.04477 0.24659
S 5.78721 -0.35075 -0.01349
O 5.18879 0.04439 -1.27910
O 5.43835 -1.90542 0.33944
C 4.04406 -2.06277 0.59094
C 3.81901 -0.91726 1.63780
O 4.87557 0.09250 1.38022
H 3.47471 -1.69739 -0.26373
H 3.73955 -3.07338 0.86300
H 4.08706 -1.02432 2.68889
H 2.79637 -0.54012 1.64595
O 1.22965 -0.00021 3.60104
S 1.07017 -1.05244 4.59281
O 1.39739 -0.69760 5.99303
O -0.41387 -1.71713 4.39716
C -0.42827 -3.13379 4.31260
C 0.99799 -3.62542 4.43566
O 1.82304 -2.43866 4.09248
H -1.09042 -3.39548 5.13794
H -0.76909 -3.44754 3.32594
H 1.15807 -4.22903 3.54227
H 1.32202 -4.12328 5.34957

***

# 4
6
Properties=species:S:1:pos:R:3 method="wB97M-V/def2-TZVPD" max_force_ev_per_a=4.407 homo_energy_ev="-4.3 / -4.3" relative_energy_kj_mol=234.1 orbital_gap_ev="6.7284 / 6.7150" charge=-1
N -0.51674 -0.24863 1.04706
N 0.62091 -0.18542 0.62534
O 0.92090 -0.05216 -0.61153
O 1.56223 -0.26290 1.48658
S -1.96345 0.12140 -1.11162
H -0.62384 0.62770 -1.43583

***

# 5
144
Properties=species:S:1:pos:R:3 method="wB97M-V/def2-TZVPD" max_force_ev_per_a=4.658 homo_energy_ev="-10.0 / -10.0" relative_energy_kj_mol=0.0 orbital_gap_ev="7.6320 / 2.8318" charge=+1 multiplicity=2
C -0.52923 12.66983 -27.29215
O -1.76025 12.03365 -26.98749
C -2.26948 11.33513 -28.09495
C -3.71456 10.79328 -27.67399
N -3.79262 9.98477 -26.42926
C -2.82609 8.90155 -26.28936
C -2.87081 7.87050 -27.38452
O -1.66936 7.17507 -27.66443
C -1.72534 5.81610 -27.89049
H -0.64894 13.59270 -27.85968
H 0.15321 12.01914 -27.83891
H -0.02845 12.98266 -26.37593
H -1.57001 10.57637 -28.44585
H -2.53433 12.12925 -28.79302
H -4.14318 10.14984 -28.44235
H -4.59831 11.41851 -27.54688
H -3.69920 10.61527 -25.64577
H -2.86795 8.41010 -25.31733
H -1.83677 9.35905 -26.29474
H -3.00482 8.42251 -28.31481
H -3.81280 7.32803 -27.30394
H -0.81596 5.34858 -27.51295
H -1.88476 5.74007 -28.96609
H -2.62103 5.40227 -27.42724
C -10.02665 7.83916 -34.52796
O -8.85871 7.54528 -33.75690
C -7.92422 6.66260 -34.42490
C -8.34371 5.14857 -34.36573
N -8.97393 4.80101 -33.11998
C -8.89778 3.36314 -32.63087
C -10.24433 2.96502 -32.07690
O -11.32802 3.13748 -32.93300
C -11.17312 2.49989 -34.22065
H -9.58716 8.09200 -35.49285
H -10.58296 8.70771 -34.17545
H -10.70931 6.99084 -34.57713
H -6.98428 6.72201 -33.87620
H -7.81934 6.99058 -35.45907
H -7.57069 4.43967 -34.66237
H -8.97204 4.83311 -35.19869
H -9.91976 5.15233 -33.16570
H -8.12998 3.50352 -31.87002
H -8.41377 2.77189 -33.40822
H -10.40916 3.19492 -31.02425
H -10.21303 1.88475 -31.93498
H -10.31586 2.70101 -34.86312
H -12.09020 2.69909 -34.77508
H -11.03246 1.46690 -33.90246
C -7.24798 8.96156 -27.89281
O -8.51892 8.31543 -27.69348
C -8.49899 6.92155 -27.47745
C -9.87191 6.57853 -26.86028
N -9.99359 5.17324 -26.72330
C -10.88738 4.81861 -25.66016
C -10.89474 3.23368 -25.53631
O -9.68360 2.64658 -25.27756
C -9.15384 2.98601 -23.93508
H -7.31097 9.59081 -28.78060
H -6.39740 8.28347 -27.82362
H -7.04860 9.56757 -27.00900
H -7.67261 6.56328 -26.86359
H -8.39056 6.54049 -28.49290
H -10.72130 7.05458 -27.35017
H -9.84808 6.95603 -25.83802
H -9.11889 4.67522 -26.63981
H -11.83198 5.25967 -25.97842
H -10.68079 5.24317 -24.67773
H -11.14043 2.78738 -26.49992
H -11.67050 2.76681 -24.92940
H -9.33181 4.00770 -23.59958
H -8.09891 2.72458 -24.01797
H -9.65517 2.42558 -23.14597
C -6.82283 2.22500 -41.49536
O -6.13279 3.47498 -41.42247
C -4.68496 3.27632 -41.27125
C -4.49822 2.76644 -39.79972
N -5.22009 3.48289 -38.76205
C -4.48641 4.69321 -38.41205
C -5.27236 5.51801 -37.41292
O -6.58841 6.06061 -37.86159
C -6.59012 6.90281 -39.03206
H -6.56513 1.74273 -42.43829
H -7.89493 2.40071 -41.40687
H -6.48182 1.52096 -40.73632
H -4.08360 4.13583 -41.56739
H -4.38253 2.50582 -41.98045
H -3.41721 2.73348 -39.66402
H -4.70481 1.69748 -39.85206
H -6.11694 3.84067 -39.05826
H -4.20614 5.31428 -39.26282
H -3.56630 4.32626 -37.95726
H -4.71746 6.30935 -36.90898
H -5.42823 4.88378 -36.54025
H -6.60179 6.27159 -39.92062
H -5.71234 7.54807 -38.99671
H -7.45388 7.56753 -39.04399
C 4.58054 13.32694 -39.55066
O 3.24435 13.30494 -38.98545
C 2.10757 13.53095 -39.83887
C 0.94336 13.33944 -38.94744
N 0.48739 11.99171 -38.55555
C 1.19705 11.63372 -37.32442
C 1.33943 10.12127 -36.83956
O 2.03183 10.13373 -35.70961
C 1.36442 10.35826 -34.50552
H 4.68226 14.40340 -39.68835
H 4.51901 12.74412 -40.46970
H 5.40294 13.00324 -38.91270
H 2.19545 12.72208 -40.56418
H 2.17079 14.49907 -40.33571
H 0.07539 13.68865 -39.50671
H 0.83782 14.01220 -38.09635
H 0.80769 11.36296 -39.27817
H 0.70325 12.21748 -36.54758
H 2.24572 11.92870 -37.28725
H 1.72486 9.47698 -37.62977
H 0.36102 9.67098 -36.67208
H 2.07748 10.42888 -33.68415
H 0.68005 9.52293 -34.35737
H 0.75392 11.25372 -34.38907
C -3.81749 8.60327 -31.34690
O -4.29856 9.65160 -32.14135
C -5.71002 9.75951 -32.20570
C -6.14081 10.92404 -33.12432
N -5.44173 10.98460 -34.41234
C -5.91984 9.91102 -35.29798
C -4.97505 9.60511 -36.44694
O -4.05871 8.53913 -36.04321
C -2.91206 8.89703 -35.29218
H -4.26576 7.61031 -31.38122
H -3.87658 8.77582 -30.27227
H -2.75499 8.56218 -31.58674
H -6.18187 9.78006 -31.22333
H -6.15272 8.93174 -32.75968
H -6.03607 11.92536 -32.70660
H -7.20006 10.83144 -33.36420
H -4.45852 10.81659 -34.25372
H -6.89475 10.28581 -35.60974
H -6.07204 8.97117 -34.76730
H -4.43430 10.50233 -36.74813
H -5.55223 9.22672 -37.29061
H -2.13741 8.15401 -35.48174
H -2.93429 8.97933 -34.20552
H -2.44731 9.82315 -35.63041